The following is a DFT calculation (the ωB97M-V functional and the def2-TZVPD basis) of a cluster of 2 separate species, C3H3N3O in total at a distorted geometry.

Structure (XYZ):
```
10
Properties=species:S:1:pos:R:3:forces:R:3
C 0.42471 -1.61928 -0.18418 -0.183 0.636 0.039
C 1.13701 0.71513 -0.15642 2.339 0.463 0.873
C 0.17046 -0.26212 -0.38815 -1.058 1.772 1.671
N 0.70821 -2.70382 -0.01020 0.340 -1.776 0.161
N 1.99529 1.47131 -0.03614 -0.228 0.117 -0.092
N -0.81839 0.23246 -1.11941 -1.669 0.045 0.549
O -0.57138 0.17845 2.02166 0.646 -0.071 -2.312
H -1.62969 -0.39096 -1.09097 -0.061 0.686 -0.431
H -0.98073 1.24707 -0.89908 -0.110 -1.494 -0.732
H -0.43549 1.13176 1.86291 -0.016 -0.378 0.275
```
Forces are in eV/Å.

**Energy above the lowest of the compared OMol25 structures with the same formula, charge and spin**: 5.055 eV
**Lowest unoccupied orbital energy (alpha / beta)**: -2.8 / -2.8 eV
**Spin multiplicity**: 1
**HOMO-LUMO gap (alpha / beta)**: 6.61 / 6.61 eV

Formally, the Löwdin partial charges of the atoms, in units of the elementary charge, are as follows: atom 1 (C): -0.14, atom 2 (C): -0.20, atom 3 (C): -0.31, atom 4 (N): 0.24, atom 5 (N): 0.23, atom 6 (N): 0.19, atom 7 (O): -0.27, atom 8 (H): 0.15, atom 9 (H): 0.17, atom 10 (H): -0.06


The following is a DFT calculation (the ωB97M-V functional and the def2-TZVPD basis) of an isolated molecule of C3H3N3O at a distorted geometry.

Structure (XYZ):
```
10
Properties=species:S:1:pos:R:3:forces:R:3
C -1.15871 0.31689 -1.05957 -3.045 -3.977 -0.295
C 0.25780 -0.32019 1.17514 0.650 -1.592 0.674
C 1.31531 0.03453 0.11303 -0.965 -0.126 2.565
H -1.57681 0.15456 -2.13493 0.855 0.751 1.908
H 0.69833 -0.84541 2.10541 -0.468 1.641 -1.126
H 2.32421 -0.16104 0.60545 -0.863 -0.130 -2.069
N -1.64071 -0.54810 -0.17559 2.108 2.638 -0.703
N -1.01918 -0.53976 1.12210 0.453 -0.031 -1.723
N 1.04439 0.67371 -0.96668 1.614 -0.362 1.073
O -0.24463 1.23480 -0.78437 -0.339 1.189 -0.304
```
Forces are in eV/Å.

**Energy above the lowest of the compared OMol25 structures with the same formula, charge and spin**: 5.380 eV
**Lowest unoccupied orbital energy**: -0.9 eV
**Spin multiplicity**: 1
**HOMO-LUMO gap**: 9.48 eV

Formally, the Löwdin partial charges of the atoms, in units of the elementary charge, are as follows: atom 1 (C): -0.24, atom 2 (C): -0.14, atom 3 (C): -0.09, atom 4 (H): 0.15, atom 5 (H): 0.12, atom 6 (H): 0.13, atom 7 (N): 0.06, atom 8 (N): 0.02, atom 9 (N): 0.09, atom 10 (O): -0.11


The following is a DFT calculation (the ωB97M-V functional and the def2-TZVPD basis) of an isolated molecule of C3H3N3O.

Structure (XYZ):
```
10
Properties=species:S:1:pos:R:3:forces:R:3
O 2.73967 1.04749 0.09072 -0.240 -0.403 0.057
C 2.17081 -0.01594 0.16161 0.241 0.235 -0.029
N 0.77575 -0.20769 0.14889 -0.179 0.308 -0.130
C 0.10134 0.68177 -0.47347 0.169 -0.165 0.060
N -1.28251 0.67709 -0.52640 -0.268 -0.350 0.251
C -1.95793 -0.16291 0.08802 -0.222 -0.128 0.204
N -2.71445 -0.83102 0.74789 0.470 0.528 -0.386
H 2.71244 -0.96815 0.28792 -0.010 0.136 -0.050
H 0.55672 1.50523 -1.02537 0.015 -0.112 0.071
H -3.10184 -1.72587 0.50018 0.024 -0.049 -0.048
```
Forces are in eV/Å.

**Energy above the lowest of the compared OMol25 structures with the same formula, charge and spin**: 1.386 eV
**Lowest unoccupied orbital energy**: -0.3 eV
**Spin multiplicity**: 1
**HOMO-LUMO gap**: 9.95 eV

Formally, the Löwdin partial charges of the atoms, in units of the elementary charge, are as follows: atom 1 (O): 0.04, atom 2 (C): -0.34, atom 3 (N): 0.09, atom 4 (C): -0.20, atom 5 (N): 0.12, atom 6 (C): -0.25, atom 7 (N): 0.21, atom 8 (H): 0.12, atom 9 (H): 0.13, atom 10 (H): 0.09


The following is a DFT calculation (the ωB97M-V functional and the def2-TZVPD basis) of an isolated molecule of C3H3N3O.

Structure (XYZ):
```
10
Properties=species:S:1:pos:R:3:forces:R:3
N 2.42173 0.43735 1.01091 -0.219 0.123 -0.547
C 1.53813 0.76331 0.22303 0.096 -0.005 0.137
N 0.56475 1.12880 -0.42902 0.675 -0.116 0.478
N -0.05151 0.28310 -1.32445 -0.329 -0.268 -0.074
O -1.44315 0.37528 1.32422 -0.110 -0.438 -0.437
C -1.62525 -0.45455 0.46610 0.093 0.339 0.506
C -1.04859 -0.39657 -0.91466 0.130 0.118 -0.209
H 3.38307 0.44229 0.66256 -0.346 0.122 0.091
H -2.25151 -1.34797 0.66270 -0.003 0.093 -0.081
H -1.51008 -1.02361 -1.67651 0.012 0.033 0.135
```
Forces are in eV/Å.

**Energy above the lowest of the compared OMol25 structures with the same formula, charge and spin**: 3.093 eV
**Lowest unoccupied orbital energy**: -0.5 eV
**Spin multiplicity**: 1
**HOMO-LUMO gap**: 8.91 eV

Formally, the Löwdin partial charges of the atoms, in units of the elementary charge, are as follows: atom 1 (N): 0.16, atom 2 (C): -0.26, atom 3 (N): 0.06, atom 4 (N): 0.04, atom 5 (O): 0.06, atom 6 (C): -0.23, atom 7 (C): -0.11, atom 8 (H): 0.07, atom 9 (H): 0.11, atom 10 (H): 0.10


The following is a DFT calculation (the ωB97M-V functional and the def2-TZVPD basis) of an isolated molecule of C3H3N3O.

Structure (XYZ):
```
10
Properties=species:S:1:pos:R:3:forces:R:3
O -0.87375 -0.87060 1.81020 -0.498 0.407 -0.133
C -0.79293 -0.09242 0.89294 0.138 -0.294 0.229
C -1.15794 -0.46079 -0.51335 0.183 -0.050 -0.207
N -0.15583 -0.63954 -1.28340 -0.510 -0.014 0.278
N 1.08676 -0.16131 -0.75482 -0.008 0.264 -0.048
C 0.93543 0.95759 0.10485 -0.172 0.209 0.211
N -0.03870 1.08295 0.91888 0.165 -0.048 -0.242
H 1.51812 -0.93183 -0.25404 0.478 -0.134 -0.372
H -2.15982 -0.65580 -0.87835 0.066 -0.213 0.118
H 1.63864 1.77175 -0.04291 0.158 -0.128 0.165
```
Forces are in eV/Å.

**Energy above the lowest of the compared OMol25 structures with the same formula, charge and spin**: 2.515 eV
**Lowest unoccupied orbital energy**: 0.0 eV
**Spin multiplicity**: 1
**HOMO-LUMO gap**: 9.85 eV

Formally, the Löwdin partial charges of the atoms, in units of the elementary charge, are as follows: atom 1 (O): 0.12, atom 2 (C): -0.48, atom 3 (C): -0.05, atom 4 (N): 0.06, atom 5 (N): -0.03, atom 6 (C): -0.17, atom 7 (N): 0.17, atom 8 (H): 0.13, atom 9 (H): 0.12, atom 10 (H): 0.12


The following is a DFT calculation (the ωB97M-V functional and the def2-TZVPD basis) of a cluster of 2 separate species, C3H3N3O in total at a distorted geometry.

Structure (XYZ):
```
10
Properties=species:S:1:pos:R:3:forces:R:3
N -1.03244 1.52270 1.23530 0.250 -0.806 0.245
C -0.26783 0.88679 0.54028 0.877 1.373 0.845
N -1.71013 -0.60448 -0.18043 -0.564 -2.312 -1.133
N -1.33533 -1.58633 -0.51684 -1.834 1.007 0.626
O 2.34058 -1.31953 -0.71943 -0.019 0.686 0.225
C 1.24880 -0.85219 -0.49030 -0.150 -0.475 -0.165
C 0.88206 0.46951 0.00792 0.085 0.251 -0.098
H -2.01782 1.61925 1.03642 0.099 0.364 -0.333
H 0.34816 -1.44030 -0.74186 1.024 -0.128 -0.020
H 1.54397 1.30456 -0.17107 0.231 0.039 -0.192
```
Forces are in eV/Å.

**Energy above the lowest of the compared OMol25 structures with the same formula, charge and spin**: 2.234 eV
**Lowest unoccupied orbital energy**: -0.2 eV
**Spin multiplicity**: 1
**HOMO-LUMO gap**: 9.18 eV

Formally, the Löwdin partial charges of the atoms, in units of the elementary charge, are as follows: atom 1 (N): 0.17, atom 2 (C): -0.26, atom 3 (N): 0.08, atom 4 (N): 0.11, atom 5 (O): 0.04, atom 6 (C): -0.31, atom 7 (C): -0.06, atom 8 (H): 0.08, atom 9 (H): 0.04, atom 10 (H): 0.12


The following is a DFT calculation (the ωB97M-V functional and the def2-TZVPD basis) of an isolated molecule of C3H3N3O2 at a distorted geometry.

Structure (XYZ):
```
11
Properties=species:S:1:pos:R:3:forces:R:3
C -1.13006 -0.16375 -0.04321 -0.823 -1.522 0.230
C -1.01127 1.16889 -0.01998 -1.141 1.544 0.333
C 1.29518 -0.39584 -0.00689 -0.309 1.111 -0.011
H -2.19364 -1.81088 0.34705 0.140 0.202 -0.534
H -3.04180 -0.40248 0.43886 0.741 -0.632 -1.207
H -1.87760 1.87759 0.08628 1.104 -0.938 -0.403
N -2.31235 -0.90990 -0.12825 -0.353 1.052 1.934
N 0.22911 1.70039 0.02424 -0.175 0.639 -0.068
N 1.28901 1.02650 -0.00987 1.390 -0.659 0.071
O 2.27363 -1.08497 -0.00586 -1.951 0.430 0.011
O -0.05494 -0.91990 0.04905 1.376 -1.226 -0.355
```
Forces are in eV/Å.

**Energy above the lowest of the compared OMol25 structures with the same formula, charge and spin**: 2.959 eV
**Lowest unoccupied orbital energy**: -0.5 eV
**Spin multiplicity**: 1
**HOMO-LUMO gap**: 8.92 eV

Formally, the Löwdin partial charges of the atoms, in units of the elementary charge, are as follows: atom 1 (C): -0.38, atom 2 (C): -0.10, atom 3 (C): -0.42, atom 4 (H): 0.11, atom 5 (H): 0.13, atom 6 (H): 0.13, atom 7 (N): 0.14, atom 8 (N): 0.02, atom 9 (N): 0.08, atom 10 (O): 0.14, atom 11 (O): 0.13


The following is a DFT calculation (the ωB97M-V functional and the def2-TZVPD basis) of an isolated molecule of C3H3N3O2 at a distorted geometry.

Structure (XYZ):
```
11
Properties=species:S:1:pos:R:3:forces:R:3
C 1.00324 -0.27409 0.86724 -1.515 1.233 2.317
C -0.87619 -0.04029 -0.50608 2.626 2.301 -3.274
C 0.41819 0.48081 -0.24904 1.217 -2.854 1.607
H 1.73964 -0.92834 0.49140 1.092 -0.744 0.110
H 1.31994 0.51066 1.60962 0.131 -1.434 -0.185
H -2.11821 -0.47046 0.89968 2.595 -2.755 -0.931
N -1.25996 -1.09831 0.39384 -2.397 3.555 1.829
N -1.08130 0.50175 -1.72684 -2.447 -0.890 0.992
N 1.02916 1.07524 -1.18754 -1.346 1.953 -0.255
O -0.13068 -1.09011 1.47370 -0.123 1.654 -2.852
O -0.04383 1.33314 -2.06598 0.167 -2.019 0.641
```
Forces are in eV/Å.

**Energy above the lowest of the compared OMol25 structures with the same formula, charge and spin**: 7.889 eV
**Lowest unoccupied orbital energy**: 0.1 eV
**Spin multiplicity**: 1
**HOMO-LUMO gap**: 10.33 eV

Formally, the Löwdin partial charges of the atoms, in units of the elementary charge, are as follows: atom 1 (C): -0.07, atom 2 (C): -0.26, atom 3 (C): -0.32, atom 4 (H): 0.11, atom 5 (H): 0.15, atom 6 (H): 0.21, atom 7 (N): 0.09, atom 8 (N): 0.12, atom 9 (N): 0.17, atom 10 (O): -0.13, atom 11 (O): -0.08